This record from the OMol25 dataset describes an isolated molecule of C6H7ClO4. The level of theory is the ωB97M-V functional and the def2-TZVPD basis.

Properties
* SMILES: O=C1OC[C@](Cl)(C[C@@H]2CO2)O1
* strongest force on any atom: 0.7 eV Å⁻¹
* energy: -993.9578 Ha
* Kohn-Sham gap: 11.490 eV
* multiplicity: 1
* charge: 0
* E_LUMO: 0.0235 Eh

CARTESIAN COORDINATES (ANGSTROEM)
O 2.278 -2.569 1.041
C 1.958 -1.480 0.711
O 2.475 -0.321 1.157
C 1.787 0.784 0.591
C 0.969 0.144 -0.546
Cl 1.845 0.415 -2.115
C -0.472 0.646 -0.683
C -1.503 -0.393 -0.314
C -2.826 0.056 0.138
O -1.852 -0.457 1.061
O 1.023 -1.216 -0.258
H 1.157 1.255 1.343
H 2.511 1.498 0.214
H -0.615 1.489 -0.009
H -0.654 0.944 -1.711
H -1.425 -1.329 -0.834
H -3.679 -0.592 0.001
H -2.978 1.126 0.214